Record 1
ORCA calculation (ωB97M-V/def2-TZVPD) on C16H30F3NOP2Pt as an isolated structure in a non-equilibrium geometry.

Geometry as XYZ:
```
54
Properties=species:S:1:pos:R:3:forces:R:3:nbo_charge:R:1
Pt 1.2140 0.9202 -1.4094 2.880 0.886 2.210 0.105
P -0.4119 1.9848 -2.3889 -1.194 -0.592 -0.830 0.877
P -0.2278 -1.6596 2.6802 2.155 0.720 0.895 1.630
N 1.2793 -0.9982 -1.3687 -0.952 -0.380 -0.673 -0.401
H -1.9218 2.5124 0.9792 0.399 -0.934 -1.533 0.179
C 0.3519 3.6191 -2.6957 -0.467 -0.063 -0.136 -0.975
H -0.2233 4.1646 -3.4580 0.189 0.017 0.143 0.224
H 1.3829 3.4388 -3.0239 -0.276 0.166 0.089 0.263
H 0.3613 4.1673 -1.7460 0.076 -0.027 -0.260 0.250
C -2.1760 2.2915 -2.0253 -0.333 0.434 -0.283 -0.958
H -2.5507 3.1255 -2.6447 -0.031 -0.268 0.243 0.226
H -2.3197 2.5380 -0.9625 0.086 -0.097 -0.465 0.235
H -2.7543 1.3872 -2.2646 0.227 0.244 0.159 0.249
C -0.3956 1.0740 -3.9889 -0.164 0.517 0.162 -0.947
H -0.7120 1.7241 -4.8066 0.043 -0.245 -0.234 0.220
H -1.0567 0.2066 -3.8852 0.062 0.208 -0.095 0.241
H 0.6335 0.7078 -4.1192 -0.353 0.222 -0.212 0.254
C 1.4492 -1.7653 3.6160 -0.376 0.170 -0.256 -0.995
H 1.5965 -2.8051 3.9185 0.061 0.040 0.049 0.200
H 1.3929 -1.1167 4.4985 0.253 -0.222 -0.076 0.222
H 2.2710 -1.4501 2.9630 -0.093 -0.106 0.310 0.227
C -1.0834 -2.4689 4.0869 -0.239 -0.036 -0.084 -0.947
H -0.4116 -2.7171 4.9121 -0.011 0.169 -0.302 0.234
H -1.5364 -3.3956 3.7338 -0.206 0.078 -0.052 0.243
H -1.8620 -1.8066 4.4650 -0.107 -0.072 -0.150 0.253
C 0.4582 -2.6212 1.2930 -0.231 -0.324 -0.112 -0.966
H 1.3634 -3.1552 1.6180 -0.376 0.261 -0.149 0.235
H 0.7142 -1.9473 0.4547 -0.274 -0.289 0.478 0.279
H -0.2870 -3.3516 0.9666 0.041 0.164 -0.207 0.239
C 1.7205 -1.8362 -2.2982 -0.080 -0.316 0.028 0.045
C 3.4976 -2.6335 -3.7055 0.166 -0.247 -0.151 -0.202
C 3.0461 -1.7257 -2.7714 -0.204 0.073 0.177 -0.207
C 0.8167 -2.7861 -2.8275 0.417 0.060 0.088 -0.206
C 1.2798 -3.6879 -3.7665 0.265 -0.026 -0.076 -0.212
C 2.6270 -3.6256 -4.1987 -0.314 0.100 0.348 -0.199
H 4.5452 -2.5917 -4.0290 -0.534 -0.056 -0.010 0.221
H 3.5908 -0.8856 -2.3442 0.368 -0.361 -0.273 0.238
H -0.1902 -2.6783 -2.4353 -0.029 -0.587 -0.264 0.227
H 0.6129 -4.4650 -4.1457 0.249 0.276 -0.022 0.220
H 2.9885 -4.3677 -4.9070 -0.046 0.200 0.112 0.217
C -1.4386 2.3059 1.8986 1.680 -2.051 0.996 0.144
O -0.6763 0.9142 1.7209 -1.777 1.294 0.732 -0.568
C -0.3429 3.3132 2.0503 -0.627 1.507 0.802 -0.654
H -0.4972 3.9323 2.9443 0.096 -0.117 -0.060 0.210
H -0.4493 3.9803 1.1980 0.513 0.246 -0.048 0.207
H 0.6528 2.9095 2.0985 0.183 -0.264 -0.179 0.258
C -2.7048 2.3091 2.7386 -0.343 -0.368 -0.393 -0.637
H -2.7258 2.4327 3.8308 0.495 -0.471 -0.379 0.223
H -3.2720 1.4286 2.3532 0.191 0.498 0.816 0.237
H -3.2270 3.1776 2.3145 -0.159 -0.022 0.313 0.210
F -1.6749 -1.3664 1.8973 -0.275 -0.628 0.017 -0.617
C 0.0055 0.2692 2.7001 -0.365 0.378 -0.462 0.692
F 1.3485 0.5967 2.5661 -0.676 -0.007 0.269 -0.365
F -0.3295 0.6324 4.0174 0.018 0.252 -1.012 -0.378
```
Positions in Å, forces in eV/Å.

Values from the calculation:
HOMO (alpha / beta): -4.55 / -8.69 eV
total charge: 0
molar mass: 566.44 u
expectation value of S²: 6.054
spin multiplicity: 5


Record 2
ORCA calculation (ωB97M-V/def2-TZVPD) on C16H30N2OS as an isolated structure in a non-equilibrium geometry.

Geometry as XYZ:
```
50
Properties=species:S:1:pos:R:3:forces:R:3:nbo_charge:R:1
O -2.0327 -3.0087 0.7686 -0.106 2.135 -1.995 -0.800
C -1.3993 -3.2160 -0.6023 -2.351 -0.823 0.362 -0.059
C -0.3370 -2.0718 -0.9969 -3.759 -6.226 -2.342 -0.445
H 0.2912 -2.1459 -0.1921 2.253 0.438 1.535 0.214
H 0.0406 -2.6610 -2.0316 -0.395 2.430 2.575 0.230
C -1.1716 -0.8650 -1.1667 4.149 1.027 0.091 -0.084
N -1.9243 -0.4408 0.1329 2.168 1.217 -5.332 -0.451
C -0.9911 0.3048 0.8506 1.820 0.396 7.002 -0.241
H -1.6443 0.7948 1.6313 0.719 -0.538 0.004 0.193
H -0.3833 -0.5722 1.4581 -0.900 2.517 -1.284 0.210
C -0.0152 1.4990 0.4319 0.886 -8.151 -2.657 -0.223
N 0.6931 0.8651 -0.7957 3.976 -1.251 1.972 -0.463
C -0.0465 0.0631 -1.8281 -10.787 9.637 10.637 -0.143
H 0.5503 -0.1155 -2.4729 7.269 -3.800 -8.161 0.172
H -0.6257 1.0815 -2.2740 0.775 -2.702 0.356 0.155
C 2.0793 0.2592 -0.4035 1.392 3.301 -5.430 -0.046
C 3.1480 1.3280 -0.5978 -4.559 7.756 -0.172 -0.425
C 4.5274 1.0057 -0.6730 2.777 4.972 -1.763 -0.598
H 5.3290 2.0240 -0.9417 -2.558 -2.884 1.082 0.230
H 4.6857 0.4167 -1.4693 0.695 -2.240 -3.321 0.200
S 5.0679 0.2201 0.6745 2.171 -1.747 4.448 0.247
C 3.7223 -0.9778 0.9187 4.678 -2.542 -5.223 -0.475
C 2.4362 -0.3623 0.8276 -3.160 -1.306 3.783 -0.523
H 2.2884 0.2405 1.8045 -0.264 -0.733 -1.680 0.229
H 1.7221 -1.1193 0.6546 -1.134 -1.891 1.988 0.235
H 4.1031 -1.6413 1.6506 -0.593 -0.183 1.506 0.250
H 4.0119 -1.8852 -0.1177 -1.489 2.611 2.547 0.155
H 3.0248 2.3059 0.1830 0.162 -2.897 -0.925 0.184
H 2.7623 2.0228 -1.4314 0.926 -1.499 0.212 0.236
H 2.3856 -0.4244 -1.2983 -0.925 0.402 1.558 0.197
H 0.7298 1.7285 1.1568 0.055 0.476 0.553 0.227
H -0.5211 2.1634 -0.0762 -2.659 4.453 -1.380 0.198
C -3.1103 0.3192 -0.2180 -3.006 -6.605 0.793 -0.087
C -3.2711 1.6761 -0.4537 2.309 8.064 0.887 -0.425
H -2.9831 2.0510 -1.4275 0.660 -0.227 -0.433 0.229
H -2.5928 2.5293 0.3382 -1.937 -2.917 -2.075 0.188
C -4.6915 2.0790 -0.3060 0.772 3.804 10.426 -0.373
H -4.9316 3.1490 0.2922 0.914 -1.999 -3.206 0.238
H -5.3545 1.7628 -0.9446 -3.557 -1.392 -3.701 0.193
C -5.0903 1.3575 1.2115 1.310 -4.102 -1.252 -0.433
H -4.5772 1.7077 2.1604 -0.721 0.606 -1.512 0.206
H -6.1677 1.0574 1.4753 1.484 0.910 -0.813 0.222
C -4.2037 -0.0676 0.9658 -2.994 1.903 -4.541 -0.394
H -4.7629 -1.0395 0.7306 0.606 1.589 0.215 0.217
H -3.6539 -0.1894 1.7722 2.553 -0.974 4.022 0.179
H -3.3977 -0.2560 -1.1499 -0.536 0.845 0.849 0.208
H -1.7677 -1.0087 -1.9815 -2.490 -0.646 -1.621 0.206
H -0.9751 -4.3524 -0.5558 -1.016 2.893 -0.277 0.200
H -2.3295 -3.1016 -1.4568 2.504 -0.776 2.179 0.138
H -2.4408 -1.9985 0.7888 1.912 -3.330 -0.485 0.502
```
Positions in Å, forces in eV/Å.

Values from the calculation:
HOMO: -7.89 eV
total charge: 0
molar mass: 298.50 u
energy relative to the best compared isomer or geometry (same formula, charge and spin): 343.63 kcal per mole


Record 3
ORCA calculation (ωB97M-V/def2-TZVPD) on a 2-piece molecular cluster, C16H30N3O2 overall.

Geometry as XYZ:
```
51
Properties=species:S:1:pos:R:3:forces:R:3:nbo_charge:R:1
C -0.9757 -2.2455 -0.1415 0.254 0.037 -0.059 0.055
C -0.4489 -1.9840 1.1150 -0.213 0.047 0.078 -0.296
C -1.3025 -1.6583 2.1643 0.153 -0.062 -0.082 0.015
C -0.8376 -1.3783 3.5767 0.093 0.104 -0.094 -0.249
C 0.4612 -0.5427 3.6655 -0.196 -0.130 0.090 -0.430
C 1.7148 -1.3334 4.0500 -0.052 0.518 -0.169 -0.230
N 1.6663 -2.7607 3.5939 0.357 -0.075 0.235 -0.497
C 0.4617 -3.5430 4.0471 -0.472 -0.266 0.003 -0.231
C -0.7070 -2.6470 4.4220 0.042 0.200 0.193 -0.417
C -2.6523 -1.6019 1.8596 -0.089 -0.103 0.010 -0.250
C -3.0808 -1.8834 0.5696 -0.130 0.083 0.138 0.066
N -2.2687 -2.2020 -0.4296 0.040 -0.041 0.051 -0.390
H -0.3045 -2.4676 -0.9600 0.026 -0.095 -0.118 0.206
H 0.6256 -1.9732 1.2207 0.198 0.033 -0.036 0.172
H -1.6204 -0.7905 4.0497 -0.107 0.045 -0.027 0.246
H 0.3221 0.2034 4.4445 0.081 0.091 0.020 0.251
H 0.6126 0.0085 2.7419 0.085 -0.026 -0.120 0.241
H 2.5912 -0.8882 3.5859 0.124 -0.050 0.031 0.239
H 1.8792 -1.3260 5.1224 -0.076 -0.256 0.115 0.229
H 1.7467 -2.7861 2.5801 -0.189 -0.006 -0.124 0.437
H 2.4980 -3.2335 3.9453 0.070 -0.003 -0.068 0.441
H 0.7538 -4.1410 4.9049 0.161 -0.008 0.033 0.235
H 0.2036 -4.2306 3.2467 0.042 0.052 -0.152 0.239
H -1.6195 -3.2344 4.3619 -0.049 -0.096 -0.013 0.257
H -0.6042 -2.3422 5.4646 0.021 -0.009 0.056 0.225
H -3.3783 -1.3321 2.6132 -0.060 0.017 0.069 0.225
H -4.1352 -1.8309 0.3399 -0.114 -0.014 -0.080 0.210
C 1.8660 0.1011 -1.8492 -0.004 0.014 -0.076 -0.239
O 1.0345 0.1508 -2.9826 0.037 0.034 0.092 -0.550
C -0.3587 0.2277 -2.6909 -0.084 -0.096 -0.071 -0.069
C -0.9323 1.5497 -3.1429 0.127 0.137 0.029 -0.244
N -0.4051 2.6430 -2.3368 0.021 -0.065 -0.060 -0.631
C -0.7941 3.9762 -2.7890 0.013 -0.015 0.127 -0.246
C -0.2911 4.4383 -4.1503 -0.090 0.095 -0.067 -0.083
O 1.1113 4.6077 -4.2109 0.036 -0.072 0.028 -0.544
C 1.8518 3.4723 -4.6114 0.070 0.093 0.017 -0.244
H 2.8889 -0.0236 -2.2006 -0.003 -0.005 -0.011 0.199
H 1.8086 1.0193 -1.2527 -0.032 -0.029 0.043 0.165
H 1.6097 -0.7516 -1.2056 0.019 0.006 0.029 0.141
H -0.5328 0.0880 -1.6194 0.009 0.069 0.018 0.165
H -0.8576 -0.5859 -3.2243 0.017 -0.011 0.008 0.191
H -2.0191 1.5174 -3.0273 -0.021 0.021 -0.017 0.197
H -0.7126 1.6637 -4.2130 -0.058 -0.054 -0.026 0.175
H 0.6056 2.5850 -2.3334 0.027 0.026 -0.018 0.352
H -0.4376 4.6918 -2.0446 -0.013 0.012 -0.006 0.203
H -1.8869 4.0345 -2.7865 -0.019 -0.014 -0.014 0.191
H -0.7240 5.4232 -4.3414 0.007 0.004 -0.013 0.194
H -0.6259 3.7816 -4.9622 0.010 -0.057 0.038 0.162
H 1.2912 2.8539 -5.3177 -0.014 -0.025 0.001 0.170
H 2.1514 2.8538 -3.7589 -0.048 -0.066 -0.030 0.154
H 2.7575 3.8268 -5.1026 -0.010 0.012 -0.002 0.194
```
Positions in Å, forces in eV/Å.

Values from the calculation:
HOMO: -10.32 eV
total charge: +1
molar mass: 296.43 u
energy relative to the best compared isomer or geometry (same formula, charge and spin): 68.71 kcal per mole


> Among the records above, which one has the highest total charge?

C16H30N3O2